#P
The following is a quantum chemistry calculation of F2HPS as an isolated structure, from OMol25.

Values from the calculation:
Charge: 0
HOMO energy, eV: -9.20
HOMO-LUMO gap, eV: 7.4

Positions of all 5 atoms, in Å:
1 F -1.307 -1.372 3.104
2 F 0.825 -2.067 2.699
3 P 0.157 -0.726 3.324
4 S 0.269 0.586 1.000
5 H 0.010 0.179 -0.463

Want to see where the charge sits? The Löwdin charges in e are: atom 1 (F): -0.355, atom 2 (F): -0.366, atom 3 (P): 0.850, atom 4 (S): 0.022, atom 5 (H): -0.151


#Q
The following is a quantum chemistry calculation of F2HPS as an isolated structure, from OMol25.

Values from the calculation:
Charge: 0
HOMO energy, eV: -10.72
HOMO-LUMO gap, eV: 10.9

Positions of all 5 atoms, in Å:
1 F -1.449 1.166 -1.355
2 F -1.499 1.529 0.976
3 P -1.672 0.240 -0.024
4 S -3.074 -0.946 0.036
5 H -0.063 -0.274 0.359

Want to see where the charge sits? The Löwdin charges in e are: atom 1 (F): -0.276, atom 2 (F): -0.295, atom 3 (P): 0.160, atom 4 (S): 0.311, atom 5 (H): 0.100


What is the least stable structure shown above? It is #P.